{"formula": "C3H10NS", "method": "wB97M-V/def2-TZVPD", "e_tot_ha": -573.2645, "charge": -1, "homo_ev": -2.4, "species": ["C", "C", "S", "N", "H", "H", "H", "H", "H", "H", "C", "H", "H", "H", "H"], "xyz": [[0.96237, -0.43342, 0.63526], [-0.29577, -0.16524, -0.20050], [-0.16063, -0.77320, -1.90950], [2.19650, 0.12808, 0.08012], [1.10875, -1.51381, 0.71253], [0.82283, -0.04256, 1.64994], [-0.46825, 0.91878, -0.20820], [-1.14368, -0.61469, 0.33876], [2.11029, 1.14080, 0.07743], [2.15994, -0.13810, -0.90732], [-2.36918, 1.53071, 2.62174], [-2.81782, 2.01587, 1.75731], [-3.15297, 1.01436, 3.17339], [-1.87802, 2.27159, 3.24592], [-1.65313, 0.80264, 2.24895]], "mulliken_charge": [-0.548, -0.547, -0.645, -0.664, 0.259, 0.296, 0.182, 0.159, 0.232, 0.271, -0.808, 0.231, 0.264, 0.257, 0.061]}

{"formula": "C3H10NS", "method": "wB97M-V/def2-TZVPD", "e_tot_ha": -572.9219, "charge": 1, "homo_ev": -13.8, "species": ["C", "C", "C", "N", "S", "H", "H", "H", "H", "H", "H", "H", "H", "H", "H"], "xyz": [[0.68968, -1.61810, -0.19869], [-1.10396, 1.67562, -0.06831], [0.37006, -0.35354, 0.51897], [-0.89537, 0.17839, -0.05271], [1.81201, 0.85610, 0.53914], [0.52547, -1.33655, -1.22270], [1.65681, -2.02278, -0.17139], [-0.04663, -2.46865, -0.03203], [-1.77853, 1.88961, -0.92669], [-1.51697, 2.08691, 0.88483], [-0.25691, 2.27541, -0.30615], [0.27451, -0.76953, 1.80529], [-0.79206, 0.02648, -1.02176], [-1.67971, -0.45802, 0.24848], [2.74160, 0.03864, 0.00368]], "mulliken_charge": [-1.428, -0.924, 0.121, -0.120, -0.194, 0.458, 0.398, 0.330, 0.347, 0.339, 0.398, 0.306, 0.386, 0.398, 0.184]}